(1)
Computed, not measured: a molecular structure, C32H38N3O6PtS3, with ωB97M-V with the def2-TZVPD basis set.

```
83
Properties=species:S:1:pos:R:3:forces:R:3
Pt -0.2997 0.4349 -0.0276 0.6 -0.3 -0.7
O 1.7936 0.1899 -0.0489 0.0 0.6 0.6
S 2.7651 0.1359 1.1598 -0.4 -0.2 -0.2
C 2.0299 -1.0195 2.3520 0.0 -0.1 0.0
C 1.5463 -2.3063 1.6678 0.1 0.3 -0.1
C 0.0681 -2.2705 1.2941 0.4 -0.3 0.4
C -0.8921 -2.4347 2.4675 -0.3 0.2 -0.2
S -1.7670 -0.9032 3.0634 0.4 0.1 -0.1
O -1.2351 0.2801 2.2730 -0.3 -0.2 0.3
C -0.9931 -0.7488 4.6667 -0.1 0.1 0.1
C -0.2856 0.4051 4.9594 0.0 0.0 0.0
C 0.1838 0.5945 6.2541 0.0 0.0 0.0
C -0.0700 -0.3540 7.2338 0.0 0.0 0.0
C -0.7728 -1.5129 6.9225 0.0 0.0 0.0
C -1.2473 -1.7126 5.6367 0.0 0.0 -0.1
C 2.5219 1.6574 2.0570 0.1 0.0 0.1
C 2.0363 2.7482 1.3582 0.1 0.1 0.0
C 1.8095 3.9419 2.0296 0.0 0.0 0.0
C 2.0993 4.0386 3.3824 0.0 0.0 0.0
C 2.6358 2.9516 4.0624 0.1 0.0 0.0
C 2.8597 1.7538 3.4032 -0.1 -0.1 0.0
H 1.2329 -0.4904 2.8764 0.0 0.0 0.0
H 2.8400 -1.2374 3.0503 0.0 0.1 0.0
H 1.7170 -3.1500 2.3364 0.0 0.0 0.0
H 2.1324 -2.4955 0.7659 0.0 0.0 0.0
H -0.1476 -3.0452 0.5622 0.0 0.1 0.0
H -0.1143 -1.3129 0.7613 -0.2 -0.1 0.0
H -0.3891 -2.8444 3.3407 0.0 -0.1 0.0
H -1.7130 -3.0959 2.1870 0.0 0.0 0.0
H -0.1230 1.1494 4.1897 0.0 0.0 0.0
H 0.7327 1.4946 6.4993 0.0 0.0 0.0
H 0.2717 -0.1887 8.2469 0.0 0.0 0.0
H -0.9608 -2.2562 7.6856 0.0 0.0 0.0
H -1.8207 -2.6015 5.3962 0.0 0.0 0.0
H 1.8762 2.6714 0.2951 -0.1 0.0 0.0
H 1.4220 4.7969 1.4898 0.1 0.0 0.0
H 1.9343 4.9714 3.9051 0.0 0.0 0.0
H 2.8956 3.0370 5.1092 0.0 0.0 0.0
H 3.2871 0.9134 3.9351 0.0 0.0 0.0
C 1.3064 2.5083 -4.7961 0.0 0.1 0.0
C 0.3501 3.6715 -4.5510 0.1 0.0 0.1
N 0.9837 4.8077 -3.8860 0.0 -0.1 -0.1
C 1.9304 5.6133 -4.6718 0.1 0.0 0.1
C 3.3808 5.3691 -4.2768 0.0 0.0 0.0
C 0.7559 5.2068 -2.6220 0.0 0.0 -0.1
O 1.2419 6.2138 -2.1303 0.0 0.0 0.0
C -0.1184 4.3871 -1.6944 0.0 0.1 0.1
C -0.9783 5.0837 -0.8488 0.1 0.0 0.0
C -1.6311 4.4148 0.1716 0.0 0.0 -0.1
C -1.3930 3.0662 0.3450 0.0 0.1 0.0
N -0.5664 2.3952 -0.4727 0.2 -0.2 0.0
C 0.0601 3.0372 -1.4718 0.0 -0.1 -0.1
H 0.7561 1.6422 -5.1649 0.0 0.0 0.0
H 1.8349 2.2259 -3.8835 0.0 0.0 0.0
H 2.0566 2.7708 -5.5418 0.0 0.0 0.0
H -0.5022 3.3517 -3.9544 -0.1 0.0 0.0
H -0.0425 4.0213 -5.5068 -0.1 0.0 0.0
H 1.6895 6.6634 -4.5125 -0.1 0.0 -0.1
H 1.7677 5.3728 -5.7216 -0.1 0.0 0.0
H 3.5297 5.6138 -3.2262 0.0 0.0 0.0
H 4.0354 6.0087 -4.8687 0.0 0.0 0.0
H 3.6723 4.3314 -4.4439 0.0 0.0 0.0
H -1.0854 6.1526 -0.9812 0.0 0.0 0.0
H -2.2930 4.9333 0.8505 0.0 0.0 0.0
H -1.8297 2.5029 1.1610 0.0 0.0 0.0
H 0.7405 2.4454 -2.0680 0.0 0.0 0.0
N -2.2285 0.2082 -0.5413 0.2 0.7 0.1
C -2.6397 -1.1711 -0.4249 -0.2 -0.2 -0.1
C -1.8962 -2.1349 -1.0979 0.0 0.1 -0.3
C -2.2776 -3.4581 -1.0150 -0.2 0.1 0.2
C -3.4012 -3.7996 -0.2617 -0.1 -0.1 -0.1
C -4.1364 -2.8306 0.4122 0.2 0.0 -0.1
C -3.7456 -1.5017 0.3379 -0.1 0.1 0.1
S -3.9387 -5.5213 -0.2637 0.0 -0.1 0.0
O -4.8693 -5.5868 0.8447 0.1 0.0 0.0
O -4.5212 -5.6276 -1.5856 0.0 0.0 0.1
O -2.6870 -6.2340 -0.0771 0.0 0.1 0.0
H -2.8269 0.8399 -0.0147 -0.2 -0.2 0.0
H -2.2124 0.5297 -1.5082 -0.4 -0.2 -0.1
H -1.0252 -1.8366 -1.6780 -0.1 0.0 -0.1
H -1.7258 -4.2434 -1.5155 0.0 0.0 0.0
H -5.0040 -3.1395 0.9804 0.0 0.0 0.0
H -4.3004 -0.7319 0.8670 0.0 0.0 -0.1
```
Forces are in eV/Å.

Computed properties:
Multiplicity   1
Net charge   +1

---

(2)
Computed, not measured: a molecular structure, C32H38N3O6PtS3, with ωB97M-V with the def2-TZVPD basis set.

```
83
Properties=species:S:1:pos:R:3:forces:R:3
Pt -0.5507 -0.6411 -0.8099 0.0 0.0 0.0
O -2.3548 0.3599 -0.7074 0.3 0.2 -0.4
S -2.7610 1.3779 0.3870 0.0 0.0 0.3
C -1.6395 2.8490 0.3943 0.0 0.0 -0.1
C -0.3163 2.6847 -0.3583 -0.1 -0.1 -0.1
C -0.3189 3.2999 -1.7542 0.0 0.0 0.0
C -1.2926 2.6449 -2.7329 -0.1 0.0 0.1
S -0.6405 1.1686 -3.5672 0.2 0.0 0.1
O 0.0969 0.2766 -2.5565 -0.2 0.1 0.1
C -2.1791 0.3639 -3.9700 0.0 0.0 -0.1
C -3.1713 1.0965 -4.6121 0.0 0.0 0.0
C -4.3435 0.4579 -4.9849 0.0 0.0 0.0
C -4.5170 -0.8945 -4.7202 0.0 0.0 0.0
C -3.5083 -1.6178 -4.1001 0.0 0.0 0.0
C -2.3236 -0.9935 -3.7345 0.0 0.0 -0.1
C -4.2243 2.0895 -0.3362 0.0 0.0 0.0
C -4.7981 3.1903 0.2906 0.0 0.0 0.0
C -5.9607 3.7256 -0.2372 0.0 0.0 0.0
C -6.5399 3.1567 -1.3656 0.0 0.0 0.0
C -5.9662 2.0438 -1.9611 0.0 0.0 0.0
C -4.8010 1.4913 -1.4449 0.0 0.0 0.0
H -1.4605 3.0114 1.4567 0.0 0.0 0.0
H -2.2348 3.6760 0.0094 0.0 0.0 0.0
H -0.0743 1.6259 -0.4358 0.2 0.0 0.1
H 0.4880 3.1211 0.2337 -0.1 0.1 0.0
H 0.6992 3.2941 -2.1496 0.0 0.0 -0.1
H -0.6150 4.3493 -1.6907 0.1 0.0 0.1
H -1.4824 3.3273 -3.5637 0.0 0.0 0.0
H -2.2476 2.3798 -2.2783 0.0 0.0 0.0
H -3.0449 2.1500 -4.8259 0.0 0.0 0.0
H -5.1194 1.0192 -5.4881 0.0 0.0 0.0
H -5.4316 -1.3901 -5.0168 0.0 0.0 0.0
H -3.6332 -2.6770 -3.9185 0.0 0.0 0.0
H -1.5159 -1.5637 -3.2951 0.0 0.0 0.1
H -4.3615 3.6209 1.1841 0.0 0.0 0.0
H -6.4189 4.5817 0.2384 0.0 0.0 0.0
H -7.4494 3.5780 -1.7719 0.0 0.0 0.0
H -6.4302 1.5908 -2.8271 0.0 0.0 0.0
H -4.3508 0.6170 -1.8951 0.0 0.0 0.0
C 6.7322 0.2983 1.8749 0.0 0.0 0.0
C 6.7062 -1.1333 1.3580 -0.1 0.1 0.1
N 5.3653 -1.6148 0.9959 0.0 0.0 0.0
C 4.6914 -2.5334 1.9196 0.1 0.0 0.0
C 4.2662 -1.8552 3.2097 0.0 -0.1 0.1
C 4.8336 -1.1517 -0.1398 0.1 -0.1 -0.1
O 5.3481 -0.3125 -0.8669 0.0 0.0 0.1
C 3.5567 -1.7693 -0.6727 0.0 0.0 -0.1
C 3.6609 -2.7276 -1.6745 0.0 0.0 0.1
C 2.5238 -3.1239 -2.3529 0.0 0.0 0.0
C 1.3171 -2.5429 -2.0269 -0.1 0.0 0.0
N 1.2059 -1.6310 -1.0491 -0.1 0.1 0.2
C 2.3107 -1.2518 -0.3813 0.0 0.0 -0.1
H 7.7244 0.5290 2.2630 0.0 0.0 0.0
H 6.0153 0.4369 2.6842 0.0 0.0 0.0
H 6.5033 0.9995 1.0752 0.0 0.0 0.0
H 7.0835 -1.8192 2.1159 0.0 0.0 0.0
H 7.3377 -1.2238 0.4737 0.0 0.0 0.0
H 5.3893 -3.3421 2.1462 0.0 -0.1 -0.1
H 3.8426 -2.9863 1.4068 0.0 0.1 0.0
H 5.1344 -1.5057 3.7694 0.0 0.0 0.0
H 3.7197 -2.5433 3.8579 0.0 0.1 0.0
H 3.6358 -0.9915 3.0026 -0.1 0.0 0.1
H 4.6296 -3.1396 -1.9262 0.0 0.0 0.0
H 2.5627 -3.8612 -3.1414 0.0 0.0 0.0
H 0.4090 -2.7960 -2.5541 0.0 0.0 0.0
H 2.1971 -0.4909 0.3731 -0.1 0.0 0.1
N -1.2331 -1.6271 0.8479 0.0 -0.3 -0.2
C -0.7108 -1.4018 2.2088 0.1 0.1 -0.2
C 0.2255 -0.4079 2.4078 -0.1 0.1 0.0
C 0.7237 -0.1923 3.6784 0.0 0.1 0.0
C 0.3047 -0.9841 4.7347 0.1 0.0 0.0
C -0.6635 -1.9597 4.5280 0.0 0.0 0.0
C -1.1903 -2.1663 3.2599 0.1 -0.1 0.0
S 1.1257 -0.7553 6.3251 0.0 0.1 0.0
O 0.1406 -1.1858 7.2914 0.0 0.0 0.0
O 2.2797 -1.6253 6.1700 0.0 -0.1 0.0
O 1.4408 0.6623 6.3228 -0.1 -0.1 0.0
H -2.2351 -1.4399 0.8693 0.0 -0.1 -0.1
H -1.1353 -2.6110 0.6022 -0.1 -0.1 0.3
H 0.5205 0.2216 1.5801 0.1 0.1 -0.1
H 1.4390 0.5924 3.8815 0.1 0.0 0.0
H -0.9989 -2.5472 5.3731 0.0 0.0 0.0
H -1.9425 -2.9309 3.0943 0.0 0.0 0.0
```
Forces are in eV/Å.

Computed properties:
Multiplicity   1
Net charge   +1

---

Values for LUMO energy, eV, ordered as above
-4.57 -3.29
Values for energy relative to the best compared isomer or geometry (same formula, charge and spin), eV, ordered as above
2.733 1.323